21
Properties=species:S:1:pos:R:3:forces:R:3 method="wB97M-V/def2-TZVPD" relative_energy_kj_mol=244.5 e_lumo_ha=0.034 smiles=CC[C@H](N)CN.O fmax_ha_per_bohr=0.0611 total_energy_ha=-345.48305
N 0.163232 -1.242558 0.559584 1.4 1.0 -1.2
C 1.161026 0.792542 -1.931392 -1.2 -1.3 0.7
C -0.192729 0.089082 -1.641936 0.4 0.8 1.0
C -0.384187 -0.060297 -0.107959 -2.7 0.8 0.2
C -2.012726 0.051604 0.205952 0.9 -0.2 -2.2
N -2.056076 -0.429078 1.532128 -0.1 0.9 0.5
H -0.480862 -1.770169 1.078009 -1.4 -0.1 1.0
H 0.475818 -1.882942 -0.121568 0.8 -0.7 -1.0
H 1.017145 1.832219 -1.978584 -0.4 1.5 -1.0
H 1.803691 0.787863 -1.066054 0.6 -1.0 0.2
H 1.548817 0.310232 -2.796833 1.0 0.3 -0.7
H -0.412535 -0.780139 -2.274559 0.7 -0.5 0.7
H -0.994557 0.715697 -2.020723 -0.2 0.6 0.3
H 0.048940 0.842728 0.447841 -0.5 -0.8 -1.0
H -2.397711 1.168027 -0.096819 0.8 -2.4 1.0
H -2.587326 -0.701806 -0.447302 0.9 1.2 0.6
H -1.348409 0.054641 2.074828 -0.9 -0.5 0.8
H -2.827080 -0.933167 1.924257 -0.1 0.5 0.3
H 2.687252 0.165875 1.695322 -2.5 -0.4 -1.8
H 3.316139 0.852905 2.799644 0.5 -0.3 0.0
O 3.472139 0.136740 2.166165 2.0 0.6 1.8

=====

57
Properties=species:S:1:pos:R:3:forces:R:3 method="wB97M-V/def2-TZVPD" e_lumo_ha=0.060 total_charge=-1 smiles="CCOCCCCCC1=C(C(=O)[O-])C(=O)c2ccc(CCCC(F)(F)C(F)(F)F)cc2C1=O" fmax_ha_per_bohr=0.1184 total_energy_ha=-1766.10537
C -2.402462 4.388428 4.797111 0.5 1.1 -0.9
C -2.231386 4.966213 3.284648 0.5 0.0 1.0
O -2.568660 3.977617 2.284701 1.5 1.0 0.4
C -1.711410 4.057613 1.115937 -0.9 0.1 -2.0
C -2.709995 4.129441 -0.171226 0.5 -1.2 0.4
C -3.166332 2.609620 -0.462187 -0.1 0.0 0.2
C -2.141634 1.820022 -1.459854 -1.6 1.2 0.2
C -2.948001 0.536735 -1.992215 0.5 -0.5 0.1
C -2.035241 -0.692907 -2.433154 1.3 -1.1 -0.8
C -1.262587 -0.767921 -3.629196 -1.1 0.2 1.9
C -1.293245 0.531136 -4.581101 1.9 4.7 -0.9
O -2.022349 0.636483 -5.613473 1.3 -1.5 2.8
O -0.480943 1.588053 -4.163996 -3.0 -5.2 -0.8
C -0.407856 -2.091660 -3.994403 -0.5 -0.1 -1.2
O -0.327461 -2.522033 -5.167538 0.1 1.3 4.1
C 0.273008 -2.815277 -2.717350 0.7 -0.9 1.7
C 1.628623 -3.547005 -2.816602 -2.1 0.2 3.9
C 2.180328 -4.163377 -1.473803 -3.2 1.7 -0.4
C 1.376568 -4.038759 -0.160503 -1.1 0.4 -1.3
C 1.967927 -4.630014 1.226109 0.0 2.0 -0.8
C 2.651646 -3.351577 1.975123 -0.2 0.1 0.4
C 3.782937 -2.633190 1.098100 0.5 0.0 1.1
C 4.409805 -1.334859 1.842146 -1.0 -0.7 -1.3
F 5.197702 -1.684085 2.971896 -1.7 1.2 -2.2
F 3.326820 -0.435274 2.170944 2.7 -1.9 0.1
C 5.267812 -0.553291 0.693040 -0.2 0.4 -1.0
F 5.866173 -1.463131 -0.237559 -1.1 2.3 2.5
F 6.276766 0.281570 1.222018 -2.6 -1.8 -1.6
F 4.297521 0.167698 -0.076665 3.0 -1.4 1.9
C -0.022471 -3.324629 -0.037826 2.3 -0.1 -5.0
C -0.560610 -2.712665 -1.381560 2.4 -1.4 0.6
C -1.991831 -1.955600 -1.426528 -0.8 0.0 0.0
O -2.965958 -2.338156 -0.730857 3.4 1.3 -2.0
H -1.930598 5.204035 5.471585 -0.8 -1.4 -0.9
H -3.492687 4.258183 5.103297 1.5 -0.1 -0.5
H -1.778450 3.430866 4.864110 -1.1 1.3 0.1
H -2.852774 5.907868 3.097525 0.7 -1.2 0.4
H -1.115781 5.272335 3.213255 -1.7 -0.5 -0.1
H -1.106195 3.090545 1.001257 -0.7 1.4 0.4
H -1.021692 4.967131 1.090468 -0.9 -1.2 0.5
H -2.187210 4.517773 -1.114150 -0.6 -0.4 1.4
H -3.607381 4.797378 0.073776 1.3 -0.9 -0.2
H -3.239667 2.037846 0.543741 0.1 0.9 -1.5
H -4.233591 2.608670 -0.888646 1.6 -0.1 0.4
H -1.187210 1.585993 -0.881637 -1.2 0.2 -1.1
H -1.971699 2.554220 -2.335158 0.3 -1.5 1.3
H -3.630657 0.189835 -1.130394 1.0 0.3 -1.5
H -3.587238 0.871668 -2.877136 0.8 -0.5 1.2
H 2.223618 -3.646558 -3.796978 -1.3 0.3 1.8
H 3.195565 -4.703489 -1.507418 -1.8 0.9 0.3
H 2.752913 -5.436078 1.042034 -1.2 1.0 0.3
H 1.104991 -4.983929 1.893043 1.4 0.3 -1.1
H 1.848543 -2.569115 2.222311 1.0 -1.2 -0.5
H 3.080801 -3.702077 2.990895 -0.5 0.6 -1.7
H 3.438459 -2.262907 0.075028 0.2 -0.6 1.5
H 4.634409 -3.384723 0.949780 -1.0 1.2 0.1
H -0.589671 -3.240691 0.945234 0.9 -0.2 -1.6

=====

52
Properties=species:S:1:pos:R:3:forces:R:3 method="wB97M-V/def2-TZVPD" relative_energy_kj_mol=0.0 e_lumo_ha="0.002 / 0.006" fmax_ha_per_bohr=0.0614 total_energy_ha=-1977.90821
P 1.157296 2.033233 -0.206379 0.8 -0.1 0.7
P 1.685450 -1.480169 1.835267 2.9 1.3 0.0
C 0.158817 0.571113 0.410537 -1.3 0.2 -0.1
C 0.546440 -0.061495 1.772321 -0.5 0.4 0.1
H 0.045913 -0.249275 -0.322753 0.3 0.8 0.3
H -0.865696 0.960109 0.456658 0.1 -0.3 0.5
H 0.965343 0.717982 2.440910 0.2 -0.5 -0.1
H -0.375845 -0.405126 2.282492 0.4 0.2 -0.3
C 1.521478 -2.920243 0.808997 -0.6 -0.8 -0.3
H 2.244130 -3.674141 1.145681 0.1 0.3 0.2
H 1.765753 -2.653126 -0.227621 -0.1 0.2 0.2
H 0.547211 -3.410210 0.838383 0.0 0.2 0.0
C 1.898199 -1.959882 3.550704 -1.0 -0.3 0.8
H 1.209510 -2.779010 3.766312 0.0 -0.1 0.2
H 1.646807 -1.144168 4.248591 0.2 -0.2 -0.4
H 2.917650 -2.306220 3.775816 -0.1 0.3 -0.5
C 0.465819 2.533916 -1.874839 -0.3 0.3 0.0
H 0.988872 3.429069 -2.241746 0.2 -0.3 0.4
H -0.577033 2.785474 -1.785087 -0.1 0.3 -0.2
H 0.532579 1.794044 -2.704649 0.2 0.5 0.7
C 0.630863 3.375651 0.896983 -0.7 0.5 0.1
H 0.623603 3.055665 1.946983 0.1 -0.1 -0.3
H -0.366361 3.754410 0.642781 0.0 0.1 0.2
H 1.352724 4.197583 0.812577 -0.2 -0.2 0.0
Sn 1.900004 -0.005211 -1.967743 2.0 -0.6 -0.6
C -2.240301 -1.282176 0.344588 0.2 -0.9 -0.2
C -1.565322 -1.882863 -0.646651 -0.7 -0.5 1.1
C -2.025915 -1.992934 -2.057377 0.3 -0.1 -0.7
C -2.624591 -0.708819 -2.651969 -0.3 -0.7 -0.1
C -1.941291 0.543589 -2.252908 -0.3 1.4 0.3
C -2.337270 1.332593 -1.237644 -0.4 0.1 -1.1
C -3.365293 1.005045 -0.211572 -0.5 -0.4 0.5
C -3.497892 -0.490585 0.203056 -0.8 0.3 0.2
C 3.668586 1.147798 -1.146658 1.0 -1.0 -0.3
H -1.964942 -1.491010 1.383467 0.4 0.3 -0.4
H -0.670433 -2.463011 -0.409914 -0.4 0.2 0.0
H -2.779682 -2.789650 -2.164931 0.2 0.1 0.2
H -1.170448 -2.323923 -2.658513 -0.1 0.2 0.0
H -2.576041 -0.795462 -3.743476 -0.1 0.1 0.1
H -3.683442 -0.651757 -2.382100 0.2 0.0 -0.2
H -1.177099 0.880876 -2.949655 -0.2 0.1 0.2
H -2.063073 2.390679 -1.170509 0.3 -0.6 0.0
H -4.362714 1.333911 -0.555401 0.3 0.0 0.1
H -3.163393 1.610542 0.688668 0.0 -0.2 -0.2
H -3.994971 -0.490505 1.185662 0.0 0.0 -0.3
H -4.199593 -0.972496 -0.489969 0.2 0.0 0.2
H 3.719205 1.000912 -0.054712 -0.2 0.1 -0.6
H 3.740354 2.226747 -1.370282 -0.1 -0.6 -0.2
H 4.545151 0.595879 -1.549236 -0.1 0.5 -0.1
S 5.651640 -0.302042 2.433092 2.0 0.4 0.6
C 4.274932 -0.712347 1.862882 -1.8 -0.3 0.3
N 3.184311 -0.878962 1.300885 -1.5 -0.3 -1.0

=====

12
Properties=species:S:1:pos:R:3:forces:R:3 method="wB97M-V/def2-TZVPD" spin_multiplicity=2 relative_energy_kj_mol=0.0 e_lumo_ha="-0.026 / -0.048" fmax_ha_per_bohr=0.0866 total_energy_ha=-542.57544
C 1.209474 0.240272 -0.381195 -3.3 -0.3 -2.5
C -0.086246 -0.064867 0.320964 0.7 0.4 0.8
O -1.054176 -0.436274 -0.659770 -1.2 -0.3 -0.5
C -2.295462 -0.735893 -0.270557 0.7 0.3 0.3
O -2.558327 -0.659630 0.954569 0.5 0.2 0.4
O 2.298049 0.005408 0.209029 4.0 0.5 1.9
H 1.173293 0.092240 -1.480384 -0.1 0.1 0.2
H -0.417002 0.821950 0.882955 -0.3 -0.3 0.0
H 0.071681 -0.876112 1.048323 -0.2 0.1 -0.1
Pb -4.534454 -1.347635 0.036391 -0.2 -0.1 -0.5
Li 3.847205 1.064804 0.184902 -0.8 -0.7 0.0
H 2.345964 1.895736 -0.845228 0.2 0.2 0.1

=====

84
Properties=species:S:1:pos:R:3:forces:R:3 method="wB97M-V/def2-TZVPD" e_lumo_ha=0.065 total_charge=-1 fmax_ha_per_bohr=0.0338 total_energy_ha=-3125.13498
Sn -0.122700 0.519200 -0.377500 0.2 -0.1 0.3
C -1.441800 -0.587100 2.914700 -0.4 0.1 0.2
O -0.296200 -0.743200 2.106600 0.2 0.1 -0.4
C 0.902500 -0.890500 2.739900 0.8 -0.4 -0.1
C 1.036900 -1.125900 4.102000 -0.2 0.0 0.0
C 2.291200 -1.236200 4.678100 -0.1 0.0 0.0
C 3.432900 -1.179900 3.899000 0.0 0.0 0.0
C 3.309900 -1.043100 2.532300 -0.1 0.2 0.0
C 2.058900 -0.872800 1.936700 0.2 0.0 1.1
N 1.904400 -0.752500 0.562500 0.0 -0.2 -1.7
N 2.934700 -1.141000 -0.093600 -0.2 0.4 1.5
C 2.904700 -1.509700 -1.373300 -0.8 -0.1 -1.0
C 1.686800 -1.935200 -1.994600 -0.1 0.5 0.7
O 0.542800 -1.570900 -1.572200 0.2 0.1 0.1
C 1.794700 -2.888700 -3.058100 0.3 -0.3 -0.6
C 2.991500 -3.209000 -3.611000 -0.7 0.0 0.1
C 4.200300 -2.629500 -3.141600 0.4 0.3 0.3
C 5.426900 -2.877300 -3.775900 0.0 0.0 0.0
C 6.583600 -2.296400 -3.323000 0.1 -0.1 -0.1
C 6.545200 -1.459200 -2.204200 0.0 0.0 0.1
C 5.359500 -1.212400 -1.556400 0.1 0.0 0.1
C 4.161000 -1.783300 -2.009300 0.2 -0.2 -0.3
H -1.698200 -1.526700 3.414200 0.0 0.0 0.0
H -2.254800 -0.294200 2.251100 0.0 -0.1 0.0
H -1.288200 0.197100 3.658800 0.0 0.0 0.0
H 0.165600 -1.189200 4.735000 -0.1 0.1 0.0
H 2.371200 -1.364100 5.747000 0.0 0.0 0.1
H 4.412400 -1.244400 4.353100 0.0 -0.1 0.0
H 4.179900 -1.047100 1.893100 0.0 0.0 0.0
H 0.874100 -3.299700 -3.448500 -0.1 -0.1 0.0
H 3.042200 -3.896200 -4.445800 0.0 -0.1 -0.1
H 5.442700 -3.531200 -4.637100 0.0 -0.1 -0.1
H 7.523000 -2.477300 -3.829300 0.0 0.0 0.0
H 7.459400 -1.003700 -1.850000 0.0 0.1 0.0
H 5.327700 -0.563100 -0.694400 0.0 0.1 0.1
C -4.761300 2.312700 -4.194100 0.0 -0.1 -0.1
C -4.240900 2.992700 -2.977900 -0.1 0.5 0.0
C -4.134600 4.357700 -2.851200 0.2 -0.1 0.3
C -3.652100 4.851700 -1.622000 -0.3 -0.1 -0.7
N -3.359500 4.068600 -0.615000 0.2 0.3 0.2
C -3.435100 2.739400 -0.760200 -0.4 -0.2 -0.4
S -3.071200 1.703800 0.489600 0.3 -0.7 0.7
N -3.884300 2.220800 -1.946700 0.1 0.3 0.1
C -3.454100 6.323200 -1.439000 0.0 0.0 0.0
H -5.115000 3.037900 -4.921500 0.0 0.1 0.0
H -5.573200 1.643100 -3.917600 0.0 -0.1 -0.1
H -3.980900 1.695200 -4.634800 0.0 0.0 0.0
H -4.399800 5.018700 -3.660300 0.0 0.0 -0.1
H -3.851300 1.181200 -2.125300 0.0 0.1 0.1
H -3.971800 6.886100 -2.212000 0.0 0.1 0.0
H -2.391300 6.552500 -1.503300 0.1 0.0 0.0
H -3.799700 6.631600 -0.456700 -0.1 0.0 0.1
O -0.143600 3.240600 -0.392500 -0.1 0.0 -0.2
C -0.126800 3.195900 0.840700 0.2 0.1 -0.2
N 0.481200 2.205400 1.525400 0.4 -0.8 -0.6
C 0.365100 2.421600 2.867800 -0.1 0.0 0.3
O 0.848700 1.754800 3.762400 -0.1 0.1 0.1
C -0.499800 3.633900 3.062600 -0.2 0.4 -0.2
C -1.069100 4.176200 4.192700 0.1 -0.1 0.0
C -1.979700 5.214200 4.019000 0.0 0.0 0.2
C -2.248300 5.718100 2.757200 -0.1 0.1 -0.1
C -1.635000 5.197900 1.623800 0.2 0.0 -0.1
C -0.780300 4.133900 1.794700 -0.2 0.1 0.6
H -0.831900 3.781600 5.170000 0.0 -0.1 0.1
H -2.503800 5.611700 4.877700 0.0 0.1 0.0
H -2.972600 6.512200 2.646000 0.0 0.1 0.0
H -1.842800 5.579800 0.640400 -0.1 0.0 0.0
F -4.801200 -3.647700 -0.150400 0.1 -0.1 -0.2
C -4.268800 -3.677400 -1.389900 0.3 0.4 0.3
C -3.310700 -2.789800 -1.737100 -0.8 -0.7 0.6
N -2.756800 -2.778600 -2.974900 0.0 -0.3 -0.5
C -1.846000 -1.714600 -3.332100 0.3 0.7 0.1
C -2.417100 -0.357600 -2.865200 0.5 -0.6 -0.3
O -3.651900 -0.225600 -2.881900 -0.8 0.0 0.0
O -1.594200 0.496100 -2.480600 0.5 0.4 0.0
C -3.126300 -3.693000 -3.934200 0.0 0.0 0.2
O -2.654700 -3.726700 -5.049200 0.1 0.0 -0.4
N -4.074300 -4.605100 -3.523500 -0.2 -0.2 -0.2
C -4.750200 -4.685600 -2.309800 0.2 0.1 -0.1
O -5.600100 -5.529900 -2.129700 -0.1 0.0 0.2
H -2.958000 -2.058300 -1.021800 0.0 0.0 -0.1
H -1.715500 -1.721300 -4.416100 -0.1 0.0 0.2
H -0.882400 -1.838600 -2.833400 -0.2 -0.1 -0.2
H -4.343200 -5.286000 -4.224500 0.0 0.1 0.1

=====

29
Properties=species:S:1:pos:R:3:forces:R:3 method="wB97M-V/def2-TZVPD" spin_multiplicity=3 e_lumo_ha="-0.118 / -0.193" total_charge=+1 fmax_ha_per_bohr=0.0927 total_energy_ha=-1022.81669
C -2.733329 0.957318 1.770034 0.4 0.0 0.2
C -2.753287 -0.393933 1.725310 -1.2 0.4 0.1
C 1.109753 -1.508606 -0.713362 2.8 3.7 1.1
C 2.936279 1.920273 -1.109617 1.1 0.2 -0.1
C 3.266216 -0.704285 -1.916798 -0.4 2.8 0.6
C 2.693895 0.722084 -2.104830 -1.0 -0.5 2.6
C 1.834031 0.989114 -0.893110 1.1 3.0 -2.8
C -3.372693 -1.404201 2.604583 1.4 -2.4 1.4
C -1.770848 2.718248 0.505979 1.0 -0.8 -1.4
N -2.096891 -0.777835 0.578173 1.6 3.7 0.0
N -1.546976 0.369750 0.008834 -0.7 -1.1 -0.8
N -1.947259 1.415470 0.717805 -1.6 -3.8 1.0
N 2.249230 -1.643120 -1.496503 -1.9 -1.3 -0.3
N 0.179717 -2.253925 -0.335181 -1.1 -0.2 0.1
S 1.090030 0.129877 0.235171 0.5 -3.0 0.8
H -3.082282 1.666079 2.482393 -0.4 0.1 0.4
H 3.801713 1.759195 -0.433751 -0.4 0.2 -0.4
H 2.846867 3.033240 -1.399236 -0.2 -2.1 0.2
H 3.745253 -1.037768 -2.803644 0.2 -0.6 -0.7
H 3.997791 -0.591042 -1.162404 1.0 -0.2 0.9
H 2.205937 0.906975 -3.017634 -0.3 0.4 -1.2
H -2.452021 -1.762728 3.205632 -1.5 0.6 -0.2
H -4.258236 -1.242900 3.383870 1.9 0.0 -2.4
H -3.407477 -2.305677 1.917674 -1.2 0.8 1.1
H -1.140725 2.958954 -0.324172 0.1 0.7 -0.1
H -2.438241 3.252712 1.102196 -0.4 1.6 0.5
H 2.271041 -2.417447 -2.136714 -0.5 -0.5 0.2
H 0.265166 -3.122914 -0.783855 -0.2 -1.9 -0.6
H -1.492651 -1.632909 0.393157 -0.3 0.5 -0.3

=====

36
Properties=species:S:1:pos:R:3:forces:R:3 method="wB97M-V/def2-TZVPD" spin_multiplicity=2 e_lumo_ha="0.086 / 0.086" total_charge=-1 fmax_ha_per_bohr=0.0077 total_energy_ha=-3092.15158
Cu 0.862051 0.113738 0.126668 0.0 0.1 -0.3
N 4.394404 1.267659 1.880394 0.0 0.0 0.0
C 3.297226 1.159986 1.090483 0.1 0.1 0.2
O 3.108520 0.172768 0.385743 0.0 -0.1 -0.1
C 2.324171 2.314840 1.123128 -0.1 -0.1 -0.1
C 1.191232 2.068842 0.139198 -0.1 0.0 0.1
H 4.916237 0.416918 2.018162 0.0 0.0 0.0
H 4.345683 1.891761 2.673272 0.0 0.0 0.0
H 2.873695 3.249557 0.962645 0.0 0.0 0.0
H 1.943761 2.367269 2.146262 0.0 0.1 0.0
H 1.474678 2.328308 -0.885011 0.0 0.0 0.0
H 0.306244 2.648160 0.409846 0.0 0.0 0.0
S -3.729825 0.724675 0.450265 0.1 0.0 -0.1
C -2.009511 0.838126 0.617421 -0.2 -0.1 0.0
N -1.318914 0.297386 -0.318972 0.4 0.0 0.0
C -2.124282 -0.276311 -1.289487 -0.4 0.0 -0.1
C -1.686316 -0.960444 -2.424905 0.0 0.0 0.1
C -2.625384 -1.519167 -3.264816 0.1 0.0 0.0
C -3.992368 -1.381767 -3.005667 -0.1 0.0 0.0
C -4.446316 -0.691104 -1.901270 -0.1 0.0 0.0
C -3.501201 -0.143554 -1.039862 0.3 0.0 0.1
H -1.553281 1.305061 1.478802 0.0 0.0 0.0
H -0.628440 -1.070126 -2.605042 0.0 0.0 0.0
H -2.294004 -2.100992 -4.113623 0.0 0.0 0.0
H -4.706822 -1.839089 -3.677826 0.0 0.0 0.0
H -5.504958 -0.592468 -1.699606 0.0 0.0 0.0
N 2.994126 2.282651 4.853557 0.1 0.0 0.0
C 2.092326 1.574126 4.664382 -0.1 -0.1 0.0
N 1.049819 0.779500 4.508017 0.1 0.0 0.1
C 0.850258 0.325647 3.306595 0.1 0.1 -0.1
N 0.642519 -0.075812 2.234053 -0.2 -0.2 0.2
N 0.856217 -1.736436 -0.616763 0.1 -0.1 0.2
C 0.756132 -2.829468 -1.000992 -0.1 0.1 0.0
N 0.676528 -4.055712 -1.399799 0.0 0.0 -0.1
C -0.090988 -4.290809 -2.452353 0.0 0.0 0.0
N -0.743215 -4.563721 -3.372906 0.0 0.0 0.0